{"formula": "C8H8S2Si", "method": "ωB97M-V with the def2-TZVPD basis set", "elements": ["C", "C", "C", "C", "C", "C", "C", "C", "Si", "S", "S", "H", "H", "H", "H", "H", "H", "H", "H"], "xyz": [[-2.0052, -0.1123, 0.9445], [-0.6634, -1.8820, -0.3077], [1.5883, 0.9862, -1.3842], [-1.2064, 0.7025, 1.6492], [0.6743, -2.0894, -0.2063], [0.4942, 0.7320, -2.2030], [-1.4401, -0.6387, -0.3326], [1.9179, 0.6101, -0.0563], [0.6562, 1.4189, 1.2470], [-1.2737, 0.5333, -1.6281], [1.9633, -1.1060, 0.3446], [-2.9132, -0.7198, 1.2974], [-1.4099, -2.7976, -0.2048], [2.3581, 1.4892, -1.8442], [-1.5450, 0.9263, 2.7244], [1.2040, -3.1050, -0.2295], [0.5615, 0.9686, -3.2751], [0.2001, 2.7090, 0.6549], [0.8389, 1.3746, 2.8098]], "forces_ev_per_angstrom": [[-0.284, -1.813, -0.058], [-1.604, -1.566, 0.357], [-3.329, -1.736, -1.672], [0.036, -0.149, 1.072], [-0.154, -1.644, -0.530], [0.241, 0.591, 1.660], [1.875, 0.864, -0.655], [-2.756, -0.593, 2.598], [-1.549, -0.406, 0.999], [1.475, -0.342, -0.251], [0.977, 1.188, 0.483], [1.179, 1.458, -0.077], [1.945, 1.510, -0.308], [1.808, 1.167, -1.438], [0.507, -0.063, -1.575], [-1.627, 1.066, 0.021], [-0.227, 0.047, 0.617], [0.603, 0.098, 0.266], [0.885, 0.325, -1.508]], "de_lowest_kj_mol": 546.2, "molar_mass_g_mol": 196.37, "e_tot_ha": -1395.2360, "orbital_gap_ha": [0.27738, 0.20881]}

---

{"formula": "C8H8Si", "method": "ωB97M-V with the def2-TZVPD basis set", "elements": ["C", "C", "C", "C", "C", "C", "C", "C", "Si", "H", "H", "H", "H", "H", "H", "H", "H"], "xyz": [[-4.0652, 0.8058, 1.1632], [-3.1661, 0.1951, 0.6632], [2.4532, 0.7563, 0.4663], [1.7385, 1.3620, -0.5222], [1.9274, -0.3298, 1.1264], [0.5729, 0.7352, -1.0331], [0.7473, -0.9041, 0.6810], [0.0365, -0.4574, -0.4228], [-1.6091, -1.2119, -0.9753], [-4.6171, 1.6696, 1.5325], [3.4911, 1.2236, 0.6843], [2.1727, 2.4121, -0.9541], [2.3743, -0.7345, 2.0009], [-0.1176, 1.3129, -1.5416], [0.3420, -1.5423, 1.4209], [-1.6994, -0.6340, -2.4000], [-2.2370, -2.5420, -0.9354]], "forces_ev_per_angstrom": [[-1.140, 2.236, 0.839], [2.796, -3.050, -2.976], [2.859, 0.934, 0.597], [-0.299, 1.928, -2.553], [-0.156, 0.044, -0.659], [0.365, -0.860, 2.528], [0.247, 0.495, 0.679], [0.839, 0.542, -0.103], [-1.140, 3.570, 0.562], [0.095, -0.989, -0.074], [-1.961, -0.987, 0.152], [-1.468, -2.816, 0.902], [0.471, -0.208, 0.540], [-0.912, 0.925, -1.932], [-0.677, -1.303, 0.052], [-0.414, -0.431, 1.039], [0.496, -0.029, 0.404]], "de_lowest_kj_mol": 271.7, "molar_mass_g_mol": 132.24, "e_tot_ha": -598.9242, "orbital_gap_ha": 0.32529}

---

{"formula": "C8H8Si", "method": "ωB97M-V with the def2-TZVPD basis set", "elements": ["C", "C", "C", "C", "C", "C", "C", "C", "Si", "H", "H", "H", "H", "H", "H", "H", "H"], "xyz": [[1.9265, 0.1820, -1.3441], [2.0271, -1.0487, -0.6434], [0.9500, 1.0459, -1.0848], [1.0178, -1.5130, 0.1222], [-1.2166, 1.2929, 0.1181], [-1.1848, -0.9512, 1.2617], [-0.1225, 0.6408, -0.1304], [-0.1635, -0.6852, 0.4221], [-2.3870, 0.4087, 1.2881], [2.7824, 0.4677, -2.0398], [2.7196, -1.8863, -0.9063], [0.5720, 2.1201, -1.4824], [1.0564, -2.6002, 0.4428], [-0.4837, 3.4905, -1.0780], [-1.2518, -1.9450, 1.6011], [-2.6712, 0.9813, 2.6991], [-3.5708, -0.0003, 0.7540]], "forces_ev_per_angstrom": [[2.288, 2.114, -1.485], [-0.764, -3.200, 0.220], [-2.140, 1.879, 0.208], [-0.299, -1.287, 0.214], [-0.705, 2.900, -0.365], [0.713, -0.857, -0.541], [1.074, 1.426, -2.153], [1.112, -1.442, 1.241], [1.614, 1.498, 2.085], [-1.386, -0.417, 0.824], [0.038, 1.464, 0.089], [1.614, -2.165, 0.444], [-0.188, 1.580, -0.107], [-0.758, -1.726, 0.960], [-0.249, -1.055, 0.773], [0.395, -0.152, -1.173], [-2.359, -0.560, -1.234]], "de_lowest_kj_mol": 536.9, "molar_mass_g_mol": 132.24, "e_tot_ha": -598.8232, "orbital_gap_ha": [0.23791, 0.23801]}

---

{"formula": "C8H9BO4", "method": "ωB97M-V with the def2-TZVPD basis set", "elements": ["B", "C", "C", "C", "C", "C", "C", "C", "C", "O", "O", "O", "O", "H", "H", "H", "H", "H", "H", "H", "H", "H"], "xyz": [[0.4640, 0.8125, -1.9534], [-0.7762, -0.2394, 1.7173], [0.9321, 0.5586, -0.5366], [-1.5291, -0.4025, 0.5337], [1.3908, 0.3244, 0.6186], [0.3615, 0.5516, 1.8588], [-1.7019, 0.6488, -0.2637], [-2.1918, -1.7128, 0.1791], [2.7306, -0.0163, 1.1783], [0.7796, 1.2631, 2.7375], [-2.1053, 1.5585, -0.8679], [0.2869, 2.0994, -2.3446], [0.2658, -0.2764, -2.7589], [-0.9849, -0.9048, 2.5422], [-2.7424, -1.6277, -0.7540], [-2.8794, -2.0045, 0.9697], [-1.4370, -2.4896, 0.0724], [2.7125, -1.0259, 1.5868], [2.9736, 0.6767, 1.9805], [3.4830, 0.0424, 0.3958], [-0.0485, 2.2506, -3.2288], [0.0160, -0.0866, -3.6626]], "forces_ev_per_angstrom": [[0.363, -0.116, -0.044], [-1.200, -0.409, -0.598], [-0.595, 0.058, 0.039], [0.383, -1.042, 1.264], [-0.020, -0.040, 0.487], [0.762, 0.656, -0.318], [0.148, 1.592, -0.864], [0.027, 0.077, -0.107], [0.371, 0.111, -0.255], [-0.058, -0.047, 0.222], [0.049, -0.642, 0.323], [0.084, 0.581, 0.011], [-0.070, -0.457, -0.039], [-0.071, -0.068, 0.130], [-0.086, -0.104, -0.032], [-0.083, -0.018, 0.044], [0.010, -0.028, -0.057], [0.003, -0.066, 0.038], [0.042, -0.013, -0.006], [0.089, -0.056, 0.052], [-0.097, -0.047, -0.102], [-0.052, 0.078, -0.186]], "de_lowest_kj_mol": 216.6, "molar_mass_g_mol": 179.97, "e_tot_ha": -636.0069, "orbital_gap_ha": [0.24978, 0.25712]}